Record 1
Density functional theory data (wB97M-V/def2-TZVPD) for 2 unconnected molecules or ions with the total composition C5H12NO2 at a distorted geometry.

Total charge: -1
Relative energy (zero: lowest compared OMol25 entry of this formula, charge and spin), kJ/mol: 333.7

Structure (XYZ):
```
20
Properties=species:S:1:pos:R:3:mulliken_charge:R:1
C -2.138 0.254 -0.386 -0.0361
O -3.396 0.636 -0.295 -0.8849
C -1.089 0.869 0.587 -0.7350
C 0.333 0.520 0.145 -0.3517
C 1.347 0.842 1.230 -0.5094
C 3.109 -0.234 0.084 -0.2351
N 2.793 0.569 1.005 -0.4953
H -1.715 0.410 -1.414 0.1001
H -1.955 -0.842 -0.074 -0.2380
H -1.142 1.964 0.673 0.3821
H -1.190 0.495 1.613 0.2997
H 0.357 -0.525 -0.183 0.3207
H 0.610 1.065 -0.769 0.3261
H 1.306 1.924 1.368 0.2359
H 1.123 0.386 2.195 0.3533
H 4.171 -0.419 -0.081 0.2589
H 2.406 -0.768 -0.556 0.2236
H -2.071 -2.664 -1.145 0.3670
H -1.295 -1.784 -2.041 0.3238
O -1.563 -2.702 -1.955 -0.7056
```

=====

Record 2
Density functional theory data (wB97M-V/def2-TZVPD) for 7 unconnected molecules or ions with the total composition C22H46Br4N2O11 at a distorted geometry.

Relative energy (zero: lowest compared OMol25 entry of this formula, charge and spin), kJ/mol: 327.8
SMILES string: CCOC(=O)OC.CCOC(=O)OC.CCOC(=O)OC.CN(C)C=O.CN(C)C=O.BrCCBr.BrCCBr

Structure (XYZ):
```
85
Properties=species:S:1:pos:R:3:mulliken_charge:R:1
C -1.468 -3.045 1.492 -0.0565
C -1.468 -3.834 2.765 -0.4524
O -1.620 -5.209 2.485 -0.3195
C -2.865 -5.716 2.438 0.7792
O -3.868 -5.183 2.790 -0.5832
O -2.765 -6.916 2.023 -0.3141
C -3.829 -7.803 1.956 -0.6714
H -0.706 -3.283 0.750 0.1677
H -1.441 -1.973 1.688 -0.3587
H -2.435 -3.101 0.993 0.2948
H -2.083 -3.492 3.597 0.4047
H -0.513 -3.836 3.291 0.2561
H -3.501 -8.777 2.319 0.2326
H -4.104 -7.858 0.903 0.2524
H -4.680 -7.490 2.562 0.3431
C 5.280 6.262 2.006 -0.9921
C 4.233 7.195 2.782 -0.2990
O 2.973 6.603 3.040 -0.3157
C 2.097 6.336 2.028 0.7279
O 2.269 6.476 0.811 -0.5913
O 0.978 5.868 2.650 -0.2680
C -0.202 5.454 1.958 -0.0743
H 5.495 5.619 2.860 0.2561
H 6.183 6.824 1.765 0.3475
H 4.878 5.804 1.102 0.3205
H 4.130 8.079 2.152 0.3176
H 4.698 7.403 3.745 0.3172
H -0.499 6.249 1.274 0.3254
H -0.901 5.343 2.787 0.0260
H 0.045 4.532 1.431 -0.1296
C 4.734 0.871 0.347 -1.2181
C 4.797 -0.538 -0.173 -0.1687
O 3.596 -1.149 0.148 -0.1084
C 3.479 -2.464 -0.069 0.5264
O 4.368 -3.223 -0.451 -0.5874
O 2.252 -2.940 0.275 -0.1233
C 2.017 -4.325 0.190 -0.6302
H 4.076 1.574 -0.165 0.2237
H 5.694 1.346 0.548 0.4079
H 4.419 0.788 1.387 0.3109
H 5.653 -0.831 0.435 0.2778
H 5.163 -0.516 -1.200 0.3202
H 2.143 -4.679 -0.833 0.3259
H 1.081 -4.609 0.671 0.0943
H 2.801 -4.848 0.738 0.3559
C -1.177 1.830 -5.567 -1.0889
N -0.236 1.782 -4.450 0.1906
C 0.114 0.489 -4.013 -0.6209
C 0.215 2.943 -3.816 0.0121
O 1.226 2.846 -3.110 -0.5894
H -1.243 0.847 -6.035 0.3801
H -0.847 2.551 -6.314 0.3808
H -2.173 2.122 -5.231 0.3097
H -0.761 -0.139 -3.841 0.0855
H 0.705 0.095 -4.840 0.4204
H 0.667 0.568 -3.077 0.1323
H -0.278 3.853 -4.192 0.4091
C -3.573 -1.399 -4.379 -0.9338
N -2.802 -2.517 -3.750 0.1550
C -2.676 -3.659 -4.609 -1.0301
C -2.312 -2.463 -2.510 0.1570
O -1.470 -3.249 -1.998 -0.6572
H -2.874 -0.860 -5.018 0.3045
H -3.715 -0.595 -3.656 0.3141
H -4.540 -1.744 -4.744 0.3874
H -1.723 -4.187 -4.564 0.2959
H -3.573 -4.238 -4.389 0.3497
H -2.824 -3.288 -5.623 0.3620
H -2.660 -1.560 -1.985 0.2358
Br -1.474 0.366 -0.444 -0.0867
C -0.225 0.964 0.957 0.0800
C 0.840 1.862 0.414 -0.7854
Br 2.133 2.672 1.748 -0.1496
H 0.204 -0.014 1.171 0.2537
H -0.776 1.356 1.812 -0.0274
H 0.321 2.735 0.020 0.4406
H 1.392 1.530 -0.465 0.3368
Br -3.932 -1.177 3.423 -0.1390
C -2.843 0.262 4.044 -0.4505
C -3.306 1.626 3.474 -0.7164
Br -2.004 3.066 4.161 -0.1743
H -1.821 0.089 3.707 0.2350
H -2.868 0.136 5.126 0.4161
H -4.291 1.844 3.887 0.4871
H -3.405 1.668 2.390 0.3681
```

=====

Record 3
Density functional theory data (wB97M-V/def2-TZVPD) for a molecular structure, C35H51BrCl18FN4O2 at a distorted geometry.

Total charge: +1

Structure (XYZ):
```
112
Properties=species:S:1:pos:R:3:mulliken_charge:R:1
C -1.003 1.793 3.479 -0.7829
C -2.327 1.637 2.481 0.9620
C -3.544 2.517 3.145 -0.9943
C -2.704 0.081 2.135 -1.2308
C -2.727 -0.275 0.516 0.9793
C -3.893 0.750 -0.115 0.0456
C -5.383 0.505 0.521 -0.5738
C -6.590 0.339 -0.581 0.3345
C -6.585 0.892 -2.125 -0.2471
C -7.936 0.651 -3.054 -0.4042
C -9.296 -0.106 -2.494 -0.3700
C -9.306 -0.699 -0.945 -0.3754
C -7.957 -0.453 -0.046 -0.3856
O -3.289 -1.614 0.392 -0.2436
C -3.125 -2.211 -0.934 -0.3331
Br -4.067 -3.987 -0.897 -0.1251
C -1.511 -2.306 -1.291 0.2281
C -0.599 -2.872 -0.009 -0.7183
N -0.519 -4.358 0.135 -0.4739
C -1.179 -3.333 -2.515 0.1599
C 0.459 -3.483 -2.829 -1.0005
F -1.972 -3.108 -3.781 -0.3867
N -1.078 -0.853 -1.507 0.6218
C -1.531 -0.212 -2.783 -0.7501
C -0.411 -0.269 -4.025 0.1355
C 0.965 0.574 -3.693 -0.5063
N 0.797 1.445 -2.454 -0.0284
C 2.012 2.303 -2.181 -1.0487
C 3.295 1.512 -1.537 0.9246
C 3.414 1.229 0.103 -0.0571
C 4.768 0.465 0.701 -0.5247
C 6.000 -0.001 -0.325 -0.4705
C 5.879 0.254 -1.949 -0.6154
C 4.517 1.020 -2.520 -0.2916
O 4.380 1.292 -3.981 -0.4843
C -1.350 0.050 -0.285 -2.3432
N -0.098 0.205 0.608 0.2397
H -0.177 2.472 2.958 0.0938
H -1.269 2.322 4.490 0.3383
H -0.485 0.752 3.677 0.0214
H -2.017 2.209 1.481 0.0376
H -3.660 3.602 2.669 0.2280
H -4.560 1.920 2.986 0.1778
H -3.424 2.611 4.327 0.3337
H -1.895 -0.601 2.638 0.2289
H -3.728 -0.153 2.674 0.4233
H -3.611 1.888 0.023 0.4739
H -3.939 0.586 -1.297 -0.2690
H -5.643 1.489 1.145 0.2169
H -5.459 -0.435 1.240 0.2982
H -5.621 1.449 -2.556 0.2144
H -7.981 1.028 -4.185 0.2609
H -10.286 -0.265 -3.117 0.2834
H -10.226 -1.253 -0.452 0.2935
H -7.973 -0.862 1.063 0.2105
H -3.740 -1.547 -1.690 0.3717
H 0.521 -2.486 -0.164 0.2609
H -0.934 -2.446 1.027 0.1379
H 0.324 -4.786 -0.329 0.3138
H -1.389 -4.870 -0.116 0.3062
H -1.505 -4.454 -2.252 0.5776
H 0.870 -4.506 -2.428 0.3066
H 1.089 -2.622 -2.348 0.1432
H 0.548 -3.465 -4.011 0.3906
H -0.014 -0.899 -1.550 0.5435
H -2.515 -0.688 -3.263 0.3965
H -1.792 0.943 -2.724 0.4817
H -0.941 0.339 -4.907 -0.1860
H -0.243 -1.343 -4.447 0.0874
H 1.187 1.280 -4.610 0.3665
H 1.833 -0.190 -3.513 0.0601
H 0.021 2.149 -2.646 0.2968
H 1.673 3.104 -1.364 0.3577
H 2.338 2.928 -3.117 0.3499
H 2.559 1.559 0.864 0.3342
H 4.879 0.275 1.861 0.3901
H 6.972 -0.516 0.099 0.3280
H 6.765 -0.076 -2.669 0.3082
H 4.098 0.401 -4.392 0.3349
H -1.484 1.191 -0.626 0.5436
H 0.009 1.193 0.926 0.1534
H -0.094 -0.483 1.384 0.2960
C 7.313 2.110 3.027 -0.0981
Cl 7.658 3.830 3.276 -0.1377
Cl 6.674 1.383 4.511 -0.0931
Cl 6.175 1.892 1.687 0.0245
H 8.248 1.605 2.771 0.2966
C 1.512 -0.342 6.486 -0.1184
Cl 0.721 -1.492 5.394 -0.1025
Cl 3.203 -0.101 6.018 -0.0489
Cl 0.643 1.202 6.499 -0.1008
H 1.490 -0.757 7.497 0.3875
C 3.575 -3.692 4.320 0.1167
Cl 2.184 -4.380 3.465 -0.1281
Cl 4.708 -4.969 4.794 -0.1238
Cl 4.388 -2.483 3.312 0.0125
H 3.213 -3.199 5.225 0.1132
C 3.725 5.468 0.907 -0.0956
Cl 3.490 3.836 0.258 0.0532
Cl 2.693 6.630 0.056 -0.1410
Cl 3.394 5.500 2.647 -0.1270
H 4.768 5.755 0.749 0.3088
C 8.203 -2.364 5.862 -0.0698
Cl 8.665 -0.947 6.820 -0.1131
Cl 6.788 -3.161 6.573 -0.1019
Cl 7.877 -1.901 4.183 -0.0696
H 9.036 -3.071 5.869 0.3524
C -1.174 1.171 -8.161 -0.0043
Cl -2.844 0.583 -8.096 -0.1096
Cl -0.818 2.191 -6.756 -0.1076
Cl -0.039 -0.187 -8.247 -0.1118
H -1.056 1.776 -9.064 0.3555
```

=====

Record 4
Density functional theory data (wB97M-V/def2-TZVPD) for CH2BrF2N in the gas phase at a distorted geometry.

Relative energy (zero: lowest compared OMol25 entry of this formula, charge and spin), kJ/mol: 0.0
SMILES string: NC(F)(F)Br

Structure (XYZ):
```
7
Properties=species:S:1:pos:R:3:mulliken_charge:R:1
N 0.923 0.271 -0.161 -0.4834
C -0.449 -0.378 -0.024 0.5436
F -0.736 -1.167 -1.036 -0.1678
F -0.461 -1.130 1.044 -0.1746
Br -1.979 1.146 -0.087 -0.2239
H 1.326 1.122 -0.527 0.2664
H 1.376 0.137 0.791 0.2398
```

=====

Record 5
Density functional theory data (wB97M-V/def2-TZVPD) for C2H7OPS in the gas phase at a distorted geometry.

Relative energy (zero: lowest compared OMol25 entry of this formula, charge and spin), kJ/mol: 433.6
SMILES string: CS(C)(=O)=P

Structure (XYZ):
```
12
Properties=species:S:1:pos:R:3:mulliken_charge:R:1
C -0.122 1.612 -0.182 -1.0079
S -0.141 -0.143 0.464 0.5440
C 1.055 -0.989 -0.625 -0.8272
O 0.331 0.039 1.853 -0.6110
P -2.168 -0.997 0.145 -0.1709
H -0.655 1.557 -1.076 0.4451
H -0.848 2.087 0.564 0.2916
H 0.985 1.811 -0.129 0.3737
H 2.042 -1.124 -0.032 0.3035
H 0.691 -1.968 -0.799 0.3610
H 0.920 -0.367 -1.583 0.3082
H -2.090 -1.518 1.399 -0.0101
```

=====

The following HOMO values (in eV) correspond, in order, to the records above: -2.675; -9.236; -9.999; -10.239; -7.415.